Entry 1:
Entry from the OMol25 dataset: a cluster of 6 separate species, C42H68N4O19PS3 in total at a distorted geometry (the ωB97M-V functional and the def2-TZVPD basis).

Structure (ORCA input):
```
! wB97M-V def2-TZVPD RIJCOSX def2/J DEFGRID3
* xyz 1 1
C -5.250 5.722 0.799
C -5.533 4.241 0.544
O -4.424 3.649 -0.176
C -3.968 2.467 0.286
S -3.025 2.884 1.841
C -3.407 1.670 3.126
C -2.227 0.729 3.278
O -1.114 1.148 3.348
O -2.537 -0.572 3.298
C -1.378 -1.428 3.113
C -1.811 -2.896 3.263
C -1.702 -3.749 2.004
O -0.991 -3.510 4.284
C -1.554 -3.431 5.533
O -1.438 -2.467 6.205
C -2.280 -4.701 5.929
S -3.018 -4.639 7.573
O -5.031 1.532 0.480
C -4.481 0.273 0.378
N -3.674 0.332 -0.897
C -2.767 -0.847 -0.992
C -3.342 -2.016 -1.808
C -4.879 -2.215 -1.826
C -5.352 -3.329 -0.886
S -5.404 -4.885 -1.830
C -5.520 -5.991 -0.488
N -4.833 -7.066 -0.254
N -5.338 -7.593 0.934
C -6.274 -6.777 1.319
O -6.458 -5.733 0.467
C -3.081 1.728 -0.830
C -3.370 2.484 -2.157
C -2.888 1.941 -3.502
O -3.393 2.385 -4.488
N -1.867 0.939 -3.535
C -0.568 1.615 -3.781
C -2.152 -0.006 -4.636
P -1.257 1.927 -0.452
O -0.897 3.347 -0.658
H -4.201 5.959 0.651
H -5.496 5.989 1.826
H -5.837 6.370 0.154
H -6.419 4.139 -0.080
H -5.690 3.731 1.490
H -3.512 2.207 4.069
H -4.348 1.148 2.962
H -0.647 -1.238 3.895
H -0.918 -1.227 2.151
H -2.852 -2.881 3.605
H -1.345 -4.744 2.261
H -1.007 -3.319 1.283
H -2.679 -3.829 1.527
H -1.556 -5.515 5.914
H -3.032 -4.904 5.167
H -4.294 -4.496 7.204
H -3.844 -0.031 1.211
H -5.307 -0.436 0.320
H -4.371 0.389 -1.642
H -2.551 -1.174 0.025
H -1.816 -0.560 -1.430
H -2.906 -2.914 -1.371
H -2.984 -1.988 -2.833
H -5.454 -1.319 -1.592
H -5.147 -2.476 -2.850
H -6.336 -3.144 -0.463
H -4.652 -3.486 -0.065
H -6.889 -6.829 2.201
H -4.452 2.569 -2.264
H -2.939 3.480 -2.066
H -0.497 2.505 -3.151
H 0.227 0.946 -3.448
H -0.448 1.891 -4.827
H -1.904 0.402 -5.614
H -1.597 -0.929 -4.465
H -3.212 -0.263 -4.644
H -0.623 1.085 -1.369
H -0.984 1.362 0.801
O 0.919 -1.886 1.358
C 1.977 -2.154 1.876
O 2.605 -1.298 2.683
C 3.892 -1.837 3.080
C 3.763 -3.340 2.891
C 2.788 -3.422 1.716
H 4.656 -1.401 2.439
H 4.091 -1.547 4.107
H 4.721 -3.823 2.723
H 3.307 -3.786 3.776
H 3.296 -3.380 0.750
H 2.143 -4.296 1.749
O 6.941 -2.522 3.131
C 7.595 -1.606 2.715
O 7.602 -0.401 3.323
C 8.385 0.539 2.560
C 9.320 -0.317 1.715
C 8.473 -1.567 1.481
H 7.702 1.135 1.951
H 8.905 1.197 3.251
H 9.648 0.176 0.803
H 10.206 -0.578 2.293
H 7.836 -1.472 0.600
H 9.075 -2.468 1.404
O 10.726 -3.043 -0.989
C 9.850 -3.735 -1.411
O 8.590 -3.272 -1.620
C 7.725 -4.353 -2.017
C 8.650 -5.422 -2.584
C 9.914 -5.212 -1.753
H 7.182 -4.699 -1.134
H 7.012 -3.975 -2.745
H 8.233 -6.425 -2.519
H 8.859 -5.211 -3.633
H 9.893 -5.778 -0.821
H 10.828 -5.434 -2.296
O -3.734 9.775 0.852
C -3.552 9.392 -0.263
O -4.003 8.183 -0.693
C -3.557 7.934 -2.037
C -3.261 9.310 -2.623
C -2.805 10.085 -1.387
H -2.667 7.302 -1.992
H -4.342 7.402 -2.571
H -2.532 9.282 -3.429
H -4.179 9.750 -3.014
H -1.735 9.977 -1.203
H -3.063 11.139 -1.419
O 2.762 0.355 -2.852
C 3.201 1.425 -3.169
O 3.779 1.652 -4.365
C 4.290 2.999 -4.428
C 3.493 3.775 -3.385
C 3.217 2.696 -2.338
H 5.356 2.970 -4.200
H 4.156 3.372 -5.439
H 4.023 4.645 -3.005
H 2.552 4.117 -3.819
H 4.021 2.616 -1.605
H 2.268 2.831 -1.825
*
```

The value obtained for the molecular weight is 1060.19 g mol⁻¹. The relative energy (zero: lowest compared OMol25 entry of this formula, charge and spin) is 0.0 kcal per mole. For the electronic energy, the calculation gives -4825.4369 hartree.

---

Entry 2:
Entry from the OMol25 dataset: a structure of composition C2H4NOP at a distorted geometry (the ωB97M-V functional and the def2-TZVPD basis).

Structure (ORCA input):
```
! wB97M-V def2-TZVPD RIJCOSX def2/J DEFGRID3
* xyz 0 1
C -0.618 -0.767 1.114
C 0.819 0.138 -0.866
N -1.359 0.195 0.889
O 0.147 1.295 -0.738
P -1.472 1.454 -0.004
H 0.512 -0.563 0.254
H -0.557 -1.575 1.957
H 1.923 0.377 -0.884
H 0.606 -0.553 -1.721
*
```

The value obtained for the molecular weight is 89.03 g mol⁻¹. The relative energy (zero: lowest compared OMol25 entry of this formula, charge and spin) is 86.2 kcal per mole. For the electronic energy, the calculation gives -549.8033 hartree.

---

Entry 3:
Entry from the OMol25 dataset: a structure of composition C25H66FeO9 at a distorted geometry (the ωB97M-V functional and the def2-TZVPD basis).

Structure (ORCA input):
```
! wB97M-V def2-TZVPD RIJCOSX def2/J DEFGRID3
* xyz 1 6
Fe -17.928 -1.504 -17.528
C -18.387 -0.547 -13.312
C -19.026 0.023 -14.547
O -18.567 -0.567 -15.751
H -18.770 -0.036 -12.428
H -17.309 -0.421 -13.412
H -18.557 -1.623 -13.292
H -18.817 1.092 -14.505
H -20.115 0.051 -14.548
C -16.689 -4.317 -14.607
C -16.093 -3.909 -15.983
O -16.806 -2.950 -16.649
H -17.673 -4.776 -14.698
H -16.849 -3.428 -13.995
H -16.044 -5.027 -14.090
H -15.965 -4.822 -16.563
H -15.034 -3.673 -15.870
C -17.190 -0.194 -9.863
C -15.591 -0.294 -9.860
C -15.006 -0.042 -11.246
O -15.132 0.526 -8.826
H -17.507 0.849 -9.874
H -17.624 -0.626 -8.961
H -17.714 -0.701 -10.673
H -15.272 -1.288 -9.546
H -13.918 -0.087 -11.201
H -15.225 0.982 -11.549
H -15.367 -0.635 -12.087
H -14.221 0.256 -8.686
C -20.234 -4.066 -11.959
C -20.615 -2.737 -11.319
C -21.803 -2.065 -11.953
O -20.999 -2.988 -9.980
H -19.503 -4.584 -11.338
H -19.826 -3.835 -12.943
H -21.117 -4.691 -12.094
H -19.777 -2.043 -11.381
H -21.676 -1.917 -13.026
H -21.981 -1.081 -11.522
H -22.718 -2.623 -11.756
H -20.191 -3.202 -9.508
C -15.472 1.553 -16.403
C -16.361 1.169 -17.624
C -15.839 1.765 -18.912
O -16.241 -0.223 -17.715
H -15.420 2.600 -16.107
H -14.406 1.351 -16.505
H -15.780 0.996 -15.518
H -17.372 1.519 -17.413
H -15.627 2.834 -18.926
H -16.467 1.600 -19.788
H -14.857 1.334 -19.104
H -15.286 -0.298 -17.785
C -21.594 -2.834 -18.616
C -20.832 -2.453 -17.371
C -21.455 -3.275 -16.260
O -19.466 -2.911 -17.482
H -21.162 -2.350 -19.492
H -22.677 -2.715 -18.648
H -21.343 -3.834 -18.969
H -20.928 -1.399 -17.111
H -21.590 -4.324 -16.524
H -22.511 -3.097 -16.057
H -20.953 -3.117 -15.305
H -19.530 -3.867 -17.533
C -24.048 -0.203 -15.727
C -23.854 -0.111 -14.268
C -23.118 1.215 -13.837
O -25.141 -0.146 -13.703
H -24.318 0.709 -16.260
H -24.836 -0.925 -15.941
H -23.074 -0.465 -16.139
H -23.374 -1.061 -14.034
H -23.609 2.019 -14.385
H -22.089 1.234 -14.197
H -23.157 1.462 -12.776
H -24.972 -0.121 -12.759
C -16.650 -5.042 -8.658
C -17.007 -3.694 -9.215
C -16.904 -3.569 -10.778
O -18.359 -3.355 -8.992
H -16.305 -4.959 -7.628
H -15.809 -5.511 -9.170
H -17.420 -5.805 -8.770
H -16.397 -2.925 -8.741
H -17.403 -4.443 -11.196
H -15.832 -3.537 -10.969
H -17.412 -2.732 -11.256
H -18.536 -3.430 -8.052
C -18.124 3.315 -11.856
C -16.902 3.456 -12.692
C -17.168 3.954 -14.137
O -16.142 4.461 -12.064
H -17.865 2.970 -10.855
H -18.818 2.576 -12.255
H -18.623 4.259 -11.633
H -16.431 2.480 -12.802
H -17.771 4.861 -14.192
H -17.691 3.158 -14.668
H -16.215 4.132 -14.634
H -15.820 4.099 -11.235
*
```

The value obtained for the molecular weight is 566.64 g mol⁻¹. The relative energy (zero: lowest compared OMol25 entry of this formula, charge and spin) is 52.5 kcal per mole. For the electronic energy, the calculation gives -2932.5702 hartree.

---

Entry 4:
Entry from the OMol25 dataset: a structure of composition C4H3O2Rh at a distorted geometry (the ωB97M-V functional and the def2-TZVPD basis).

Structure (ORCA input):
```
! wB97M-V def2-TZVPD RIJCOSX def2/J DEFGRID3
* xyz 1 6
O 0.529 -0.118 2.598
C 0.047 0.131 1.494
C 1.044 0.392 0.315
C 0.214 0.466 -0.901
C -0.799 -0.111 -1.558
H 1.815 -0.399 0.297
H 1.530 1.356 0.545
H -0.801 -0.099 -2.660
Rh -1.773 -0.810 0.871
O -1.806 -0.808 -1.001
*
```

The value obtained for the molecular weight is 185.97 g mol⁻¹. The relative energy (zero: lowest compared OMol25 entry of this formula, charge and spin) is 6.0 kcal per mole. For the electronic energy, the calculation gives -414.6824 hartree.

---

Entry 5:
Entry from the OMol25 dataset: a structure of composition C15H17MoN2Se3Te (the ωB97M-V functional and the def2-TZVPD basis).

Structure (ORCA input):
```
! wB97M-V def2-TZVPD RIJCOSX def2/J DEFGRID3
* xyz 1 3
Mo 0.667 -2.119 0.769
C -0.021 2.604 -2.744
C -0.655 1.252 -2.418
C -1.387 1.238 -1.093
C -2.602 1.923 -1.049
C -3.408 1.907 0.070
C -3.021 1.169 1.178
C -1.820 0.475 1.191
C -1.456 -0.295 2.429
C -0.512 0.453 3.358
C -0.991 0.552 0.063
N 0.252 -0.164 0.066
C 1.319 0.351 -0.486
C 2.411 -0.498 -0.763
C 3.672 -0.323 -1.304
C 4.272 -1.596 -1.340
C 3.365 -2.493 -0.817
N 2.216 -1.850 -0.474
H 0.353 2.628 -3.767
H 0.814 2.846 -2.083
H -0.747 3.409 -2.634
H 0.090 0.455 -2.477
H -1.386 1.010 -3.191
H -2.925 2.456 -1.935
H -4.348 2.440 0.072
H -3.664 1.121 2.047
H -1.064 -1.298 2.172
H -2.379 -0.553 2.953
H 0.418 0.722 2.854
H -0.267 -0.142 4.239
H -0.987 1.374 3.695
H 1.331 1.404 -0.744
H 4.103 0.607 -1.636
H 5.253 -1.838 -1.713
H 3.472 -3.556 -0.670
Se 1.559 -2.171 2.824
Se -0.766 -5.341 2.900
Te 0.160 -4.973 0.673
Se -1.323 -3.189 -0.218
*
```

The value obtained for the molecular weight is 685.73 g mol⁻¹. The relative energy (zero: lowest compared OMol25 entry of this formula, charge and spin) is 0.0 kcal per mole. For the electronic energy, the calculation gives -8231.6099 hartree.

---

Entry 6:
Entry from the OMol25 dataset: a cluster of 12 separate species, H24O12 in total at a distorted geometry (the ωB97M-V functional and the def2-TZVPD basis).

Structure (ORCA input):
```
! wB97M-V def2-TZVPD RIJCOSX def2/J DEFGRID3
* xyz 1 2
O 0.229 -0.021 -0.370
H 0.234 -0.337 0.534
H -0.646 0.346 -0.491
O -2.983 -0.192 -1.181
H -3.336 -0.810 -1.821
H -3.000 -0.670 -0.352
O -0.562 -1.030 4.002
H -0.265 -1.219 3.112
H -1.449 -1.388 4.040
O 1.327 -1.849 -2.074
H 2.181 -1.967 -1.658
H 0.865 -1.235 -1.504
O 0.021 1.531 2.783
H -0.753 2.010 2.488
H -0.327 0.830 3.335
O 2.319 0.696 -3.077
H 1.875 -0.081 -2.739
H 1.775 0.984 -3.811
O -2.221 -1.444 1.225
H -1.274 -1.550 1.319
H -2.577 -1.708 2.074
O -1.209 2.547 -1.284
H -1.568 3.223 -1.859
H -1.138 1.772 -1.842
O 0.419 -2.145 1.588
H 1.305 -2.314 1.909
H 0.234 -2.877 1.000
O -1.072 0.765 -3.555
H -0.308 1.200 -3.934
H -0.776 -0.128 -3.377
O 1.830 2.640 -1.156
H 1.001 2.885 -1.566
H 2.084 1.828 -1.595
O 2.823 0.123 3.057
H 1.874 0.021 2.987
H 3.071 -0.433 3.796
*
```

The value obtained for the molecular weight is 216.18 g mol⁻¹. The relative energy (zero: lowest compared OMol25 entry of this formula, charge and spin) is 27.1 kcal per mole. For the electronic energy, the calculation gives -916.8878 hartree.

---

Entry 7:
Entry from the OMol25 dataset: a structure of composition C18H21IN5S2Sc at a distorted geometry (the ωB97M-V functional and the def2-TZVPD basis).

Structure (ORCA input):
```
! wB97M-V def2-TZVPD RIJCOSX def2/J DEFGRID3
* xyz 2 1
Sc 0.135 -0.051 0.493
C -0.284 -2.239 3.592
C -0.539 -0.878 3.014
C -1.730 -0.599 2.323
C -2.014 0.688 1.875
C -1.114 1.732 2.110
C 0.069 1.472 2.798
C 0.362 0.173 3.223
H -0.796 -3.020 3.032
H -0.666 -2.261 4.616
H 0.781 -2.469 3.638
H -2.460 -1.388 2.193
H -2.969 0.888 1.404
H -1.354 2.744 1.819
H 0.752 2.277 3.029
H 1.270 -0.010 3.784
S 2.056 -0.791 -0.901
C 2.803 0.753 -0.544
S 1.736 1.881 0.266
C 4.081 1.049 -0.852
C 4.597 2.363 -0.570
N 4.946 3.431 -0.324
C 4.918 0.073 -1.499
N 5.546 -0.735 -2.020
N -0.831 4.329 -3.294
C -1.139 2.856 -3.127
C -0.943 2.454 -1.669
N -0.953 0.992 -1.484
H -0.960 4.630 -4.264
H 0.139 4.538 -3.039
H -1.432 4.917 -2.713
H -0.444 2.328 -3.777
H -2.152 2.696 -3.490
H -1.706 2.905 -1.033
H 0.030 2.800 -1.321
H -0.250 0.575 -2.097
H -1.849 0.602 -1.765
I 1.593 -5.889 0.691
C 0.188 -4.497 0.089
C -0.938 -4.857 -0.637
C -1.847 -3.872 -1.000
C -1.599 -2.570 -0.631
N -0.508 -2.210 0.061
C 0.371 -3.166 0.408
H -1.105 -5.890 -0.916
H -2.740 -4.115 -1.560
H -2.305 -1.784 -0.880
H 1.256 -2.856 0.945
*
```

The value obtained for the molecular weight is 543.39 g mol⁻¹. The relative energy (zero: lowest compared OMol25 entry of this formula, charge and spin) is 18.1 kcal per mole. For the electronic energy, the calculation gives -2826.6136 hartree.

---

Entry 8:
Entry from the OMol25 dataset: the ion C4H13N3 with charge +3 at a distorted geometry (the ωB97M-V functional and the def2-TZVPD basis).

Structure (ORCA input):
```
! wB97M-V def2-TZVPD RIJCOSX def2/J DEFGRID3
* xyz 3 2
C -0.004 -2.360 -0.246
C 0.011 -0.989 0.431
C 0.353 0.035 -0.687
N -0.407 3.675 -0.125
C 0.179 2.474 -0.088
N -0.408 1.325 -0.358
N 0.283 -3.454 0.860
H -0.880 -2.824 -0.704
H 0.887 -2.413 -0.893
H 0.502 -0.701 1.364
H -1.003 -0.820 0.855
H 0.078 -0.241 -1.713
H 1.428 0.288 -0.580
H 0.120 4.474 0.249
H -1.253 3.753 -0.696
H 1.205 2.449 0.292
H -1.388 1.354 -0.679
H -0.501 -3.420 1.564
H 0.195 -4.410 0.446
H 1.153 -3.398 1.383
*
```

The value obtained for the molecular weight is 103.17 g mol⁻¹. The relative energy (zero: lowest compared OMol25 entry of this formula, charge and spin) is 41.5 kcal per mole. For the electronic energy, the calculation gives -323.1871 hartree.

---

Repeat the sixth record exactly.
Entry from the OMol25 dataset: a cluster of 12 separate species, H24O12 in total at a distorted geometry (the ωB97M-V functional and the def2-TZVPD basis).

Structure (ORCA input):
```
! wB97M-V def2-TZVPD RIJCOSX def2/J DEFGRID3
* xyz 1 2
O 0.229 -0.021 -0.370
H 0.234 -0.337 0.534
H -0.646 0.346 -0.491
O -2.983 -0.192 -1.181
H -3.336 -0.810 -1.821
H -3.000 -0.670 -0.352
O -0.562 -1.030 4.002
H -0.265 -1.219 3.112
H -1.449 -1.388 4.040
O 1.327 -1.849 -2.074
H 2.181 -1.967 -1.658
H 0.865 -1.235 -1.504
O 0.021 1.531 2.783
H -0.753 2.010 2.488
H -0.327 0.830 3.335
O 2.319 0.696 -3.077
H 1.875 -0.081 -2.739
H 1.775 0.984 -3.811
O -2.221 -1.444 1.225
H -1.274 -1.550 1.319
H -2.577 -1.708 2.074
O -1.209 2.547 -1.284
H -1.568 3.223 -1.859
H -1.138 1.772 -1.842
O 0.419 -2.145 1.588
H 1.305 -2.314 1.909
H 0.234 -2.877 1.000
O -1.072 0.765 -3.555
H -0.308 1.200 -3.934
H -0.776 -0.128 -3.377
O 1.830 2.640 -1.156
H 1.001 2.885 -1.566
H 2.084 1.828 -1.595
O 2.823 0.123 3.057
H 1.874 0.021 2.987
H 3.071 -0.433 3.796
*
```

The value obtained for the molecular weight is 216.18 g mol⁻¹. The relative energy (zero: lowest compared OMol25 entry of this formula, charge and spin) is 27.1 kcal per mole. For the electronic energy, the calculation gives -916.8878 hartree.